(1)
The following is a DFT calculation (ωB97M-V/def2-TZVPD) of a molecular structure, C28H26B2ErF2N8O3.

Output
* HOMO (alpha / beta): -4.8 / -4.8 eV

ORCA input file:
```
! RIJCOSX wB97M-V def2-TZVPD def2/J DEFGRID3
* xyz -1 4
Er 0.2816 -0.2393 -0.5496
C 1.2440 4.2033 0.8901
O 0.0951 4.6639 0.1807
C -1.0835 4.0498 0.4689
C -2.1895 4.8555 0.6163
C -3.4631 4.3176 0.8534
C -3.5867 2.9494 0.9573
C -2.4774 2.1067 0.7936
C -2.7025 0.6727 0.9055
N -1.8420 -0.2168 0.6224
N -2.2738 -1.5315 0.7743
C -1.2591 -2.3465 0.7669
O -0.0019 -2.0059 0.7660
C -1.5993 -3.8014 0.7488
C -0.5939 -4.7344 0.9735
C -0.8788 -6.0944 0.9307
C -2.1702 -6.5261 0.6503
C -3.1742 -5.5924 0.4144
C -2.8896 -4.2356 0.4632
C -1.1836 2.6320 0.5240
O -0.1557 1.8833 0.3266
H 2.0730 4.8187 0.5488
H 1.4505 3.1545 0.6979
H 1.1119 4.3506 1.9674
H -2.0393 5.9274 0.5373
H -4.3220 4.9662 0.9705
H -4.5558 2.4986 1.1628
H -3.6782 0.3360 1.2490
H 0.4092 -4.3748 1.1666
H -0.0890 -6.8175 1.1045
H -2.3925 -7.5862 0.6051
H -4.1799 -5.9246 0.1796
H -3.6556 -3.4949 0.2751
B 3.8333 -1.2033 -0.1180
N 3.3573 -0.2776 1.0404
C 4.0069 0.0779 2.1546
C 3.1415 0.8082 2.9561
C 1.9517 0.8495 2.2237
N 2.0924 0.1943 1.0719
N 3.6777 -0.4328 -1.4684
C 4.6132 -0.1835 -2.3936
C 3.9980 0.3572 -3.5122
C 2.6433 0.3945 -3.1663
N 2.4587 -0.0777 -1.9364
H 5.0119 -1.4569 0.0484
H 3.1189 -2.1859 -0.1546
H 5.0353 -0.2166 2.3029
H 3.3424 1.2444 3.9217
H 1.0114 1.3252 2.4532
H 5.6496 -0.4198 -2.1979
H 4.4578 0.6702 -4.4371
H 1.7934 0.7286 -3.7476
N -2.3421 2.8027 -3.0176
C -1.9713 1.5887 -2.5282
N -0.6973 1.5205 -2.2756
C -0.1750 2.7765 -2.6162
C 1.1192 3.2838 -2.5023
C 1.3410 4.5838 -2.9115
C 0.2982 5.3854 -3.4072
C -0.9949 4.9059 -3.4966
C -1.2036 3.5929 -3.0824
H -3.2826 3.0850 -3.2198
H -2.6710 0.7791 -2.3630
H 1.9164 2.6788 -2.0871
H 2.3366 5.0038 -2.8291
H 0.5097 6.4040 -3.7123
H -1.8067 5.5276 -3.8577
F -1.8502 -1.2699 -2.2971
B -0.5397 -1.7621 -2.2444
F -0.5834 -3.0430 -2.6466
*
```

Atomic partial charges in e from the Löwdin method, atoms 1 to 6: 1.331, -0.064, -0.095, -0.236, -0.021, -0.118

=====

(2)
The following is a DFT calculation (ωB97M-V/def2-TZVPD) of a molecular structure, C28H26BrCdF3N3OPS2.

Output
* energy relative to the best compared isomer or geometry (same formula, charge and spin): 0.0 kJ/mol
* HOMO: -7.6 eV

ORCA input file:
```
! RIJCOSX wB97M-V def2-TZVPD def2/J DEFGRID3
* xyz 0 1
Cd -0.2399 -0.6414 -0.4301
F -3.4953 2.9688 2.4060
C -3.5971 1.8295 3.1166
F -3.9486 2.1980 4.3723
F -4.6419 1.1361 2.6238
C -2.3258 1.0345 3.1314
C -1.7002 0.7822 4.3353
C -0.5237 0.0423 4.3632
C -0.0228 -0.4057 3.1579
N -0.6045 -0.1662 1.9876
C -1.7600 0.5377 1.9245
S -2.4361 0.7601 0.3738
H -2.1280 1.1582 5.2547
H -0.0209 -0.1736 5.2944
H 0.8914 -0.9896 3.1140
S 4.8768 -1.5775 -0.4449
C 5.0450 0.1187 -0.7204
C 6.2115 0.8685 -0.7960
C 6.1015 2.2259 -1.0309
C 4.8466 2.8134 -1.1985
C 3.6890 2.0635 -1.1263
C 3.7707 0.6948 -0.8707
N 2.7165 -0.1929 -0.7632
C 3.1156 -1.4026 -0.5613
C 2.2662 -2.5954 -0.4530
C 2.8927 -3.8485 -0.3970
C 2.1578 -5.0120 -0.3077
C 0.7745 -4.9310 -0.2817
C 0.1562 -3.6913 -0.3473
C 0.8641 -2.4907 -0.4257
H 7.1779 0.3940 -0.6845
H 6.9954 2.8331 -1.0887
H 4.7821 3.8766 -1.3937
H 2.7254 2.5262 -1.2696
H 3.9737 -3.9128 -0.4377
H 2.6563 -5.9721 -0.2691
H 0.1762 -5.8327 -0.2151
H -0.9255 -3.6621 -0.3486
C 0.4381 5.3012 0.3467
C 0.4245 4.1635 -0.6329
C 0.6087 4.3481 -1.9988
C 0.5716 3.2623 -2.8602
C 0.3642 2.0158 -2.2994
Br 0.2706 0.4677 -3.3971
N 0.2018 1.8095 -1.0095
C 0.2170 2.8600 -0.1967
H 0.7228 6.2344 -0.1358
H 1.1372 5.1062 1.1610
H -0.5518 5.4288 0.7885
H 0.7752 5.3406 -2.3996
H 0.6864 3.3759 -3.9280
H 0.0468 2.6471 0.8540
C -3.6694 -2.4849 0.6406
P -3.5060 -2.3495 -1.1632
C -4.8865 -1.2996 -1.6817
C -3.8656 -4.0060 -1.8159
O -2.1864 -1.8443 -1.6289
H -4.6065 -2.9767 0.9053
H -3.6527 -1.4771 1.0578
H -2.8315 -3.0495 1.0491
H -5.8458 -1.7046 -1.3597
H -4.8636 -1.2152 -2.7685
H -4.7310 -0.3115 -1.2470
H -4.8725 -4.3313 -1.5553
H -3.1326 -4.7087 -1.4192
H -3.7557 -3.9661 -2.8997
*
```

Atomic partial charges in e from the Löwdin method, atoms 1 to 6: 1.287, 0.118, -0.603, 0.111, 0.119, -0.136

=====

(3)
The following is a DFT calculation (ωB97M-V/def2-TZVPD) of a molecular structure, C28H26CrF10IN4O3.

Output
* energy relative to the best compared isomer or geometry (same formula, charge and spin): 5.7 kJ/mol
* HOMO (alpha / beta): -8.2 / -8.2 eV

ORCA input file:
```
! RIJCOSX wB97M-V def2-TZVPD def2/J DEFGRID3
* xyz 0 2
Cr 0.3349 1.1899 0.6948
C -2.5553 -2.5052 -0.8042
N -2.0738 -1.1413 -0.9666
C -2.3888 -0.6525 -2.3016
C -2.6385 -0.2289 0.0344
C -2.1533 -0.4246 1.4591
N -0.8069 0.0802 1.7309
C -0.2731 -0.3054 2.9484
C 1.1108 -0.2196 3.0970
F 1.7996 0.2261 1.9951
C 1.8012 -0.5360 4.2402
F 3.1329 -0.4086 4.2542
C 1.1173 -0.9891 5.3529
C -0.2555 -1.0946 5.2424
F -0.9698 -1.5145 6.2955
C -0.9456 -0.7665 4.0865
F -2.2881 -0.8615 4.1174
H -3.6498 -2.5642 -0.8966
H -2.2708 -2.9031 0.1680
H -2.1121 -3.1427 -1.5690
H -3.4742 -0.5905 -2.4680
H -1.9674 -1.3222 -3.0519
H -1.9566 0.3389 -2.4340
H -3.7355 -0.3403 0.0448
H -2.4216 0.7886 -0.2846
H -2.2181 -1.4822 1.7393
H -2.8667 0.0978 2.1039
H 1.6274 -1.2392 6.2690
C -2.8232 3.6460 -1.5684
C -1.4019 4.1067 -1.6609
N -1.1564 5.2670 -2.2121
C 0.1175 5.6912 -2.3193
C 1.2014 4.9512 -1.9283
C 2.5880 5.5173 -2.0667
O 3.1028 6.0089 -0.8389
C 0.9646 3.6834 -1.3316
C 2.0669 2.7898 -1.0673
N 1.9845 1.6883 -0.4106
C 3.0831 0.7840 -0.4542
C 4.3890 1.1736 -0.2057
C 5.4025 0.2293 -0.2792
C 5.1099 -1.0895 -0.5932
C 3.7975 -1.4818 -0.8249
C 2.7851 -0.5423 -0.7491
I 0.7427 -0.9825 -0.9628
C -0.3622 3.2658 -1.1463
O -0.7141 2.1482 -0.5713
H -3.4845 4.4736 -1.8112
H -3.0517 3.2654 -0.5736
H -3.0133 2.8299 -2.2688
H 0.2567 6.6703 -2.7586
H 2.5666 6.3666 -2.7506
H 3.2762 4.7821 -2.5027
H 2.8129 5.4383 -0.1179
H 3.0258 3.0258 -1.5302
H 4.6043 2.1981 0.0672
H 6.4219 0.5245 -0.0778
H 5.9034 -1.8215 -0.6431
H 3.5690 -2.5138 -1.0511
C -1.1316 4.2993 1.7984
C 0.0024 3.6018 2.5460
O 0.6394 2.6003 1.8597
C -0.5596 3.0523 3.8754
F -1.5971 2.2322 3.6316
F -1.0151 4.0283 4.6774
F 0.3405 2.3545 4.5742
C 1.1111 4.6406 2.8414
F 1.6531 5.0537 1.6759
F 0.6555 5.7388 3.4626
F 2.1054 4.1420 3.5782
H -1.8392 3.5476 1.4564
H -0.7299 4.8307 0.9387
H -1.6485 5.0129 2.4379
*
```

Atomic partial charges in e from the Löwdin method, atoms 1 to 6: 0.639, -0.106, -0.398, -0.131, -0.203, -0.186

=====

(4)
The following is a DFT calculation (ωB97M-V/def2-TZVPD) of a molecular structure, C28H26F5FeN5O6Te.

Output
* energy relative to the best compared isomer or geometry (same formula, charge and spin): 7.7 kJ/mol
* HOMO (alpha / beta): -2.0 / -2.2 eV

ORCA input file:
```
! RIJCOSX wB97M-V def2-TZVPD def2/J DEFGRID3
* xyz -2 5
Fe -0.9080 0.7830 -0.8955
C 4.0566 -1.4977 3.3313
C 2.7594 -1.0992 2.6767
C 1.6441 -1.9610 2.7169
C 0.4764 -1.6099 2.1043
C 0.3274 -0.3890 1.3975
N -0.8554 -0.0576 0.8274
C -2.0252 -0.3960 1.4949
C -2.0972 -0.2301 2.8848
C -3.2585 -0.4602 3.5852
C -4.4302 -0.8192 2.9240
C -5.7374 -0.9353 3.6606
C -4.3775 -0.9684 1.5521
C -3.1945 -0.7802 0.8397
N -3.2362 -0.9998 -0.5617
C -4.1271 -1.7678 -1.2257
C -3.8685 -1.6464 -2.5673
C -2.7747 -0.7747 -2.6494
N -2.4028 -0.4081 -1.4342
C 1.4732 0.4420 1.2982
C 2.6522 0.0760 1.9856
N 1.4376 1.6116 0.6157
C 2.4843 2.6077 0.6253
C 2.0805 3.5035 -0.4733
C 0.9119 3.0294 -0.9527
N 0.5250 1.8784 -0.3377
H 3.8790 -2.1487 4.1896
H 4.7006 -2.0437 2.6355
H 4.6108 -0.6235 3.6779
H 1.7259 -2.9208 3.2153
H -0.3708 -2.2820 2.1029
H -1.2275 0.1762 3.3803
H -3.2756 -0.2837 4.6556
H -5.5837 -1.2816 4.6847
H -6.2390 0.0347 3.7118
H -6.4158 -1.6334 3.1657
H -5.2912 -1.1825 1.0126
H -4.8512 -2.3564 -0.6930
H -4.3776 -2.1378 -3.3773
H -2.2159 -0.4355 -3.5075
H 3.5025 0.7460 1.9593
H 3.4734 2.1507 0.5560
H 2.6065 4.3959 -0.7606
H 0.2645 3.4202 -1.7213
O 0.7462 -3.4992 -2.2720
C 0.8305 -2.2717 -2.0625
O 0.0929 -1.5466 -1.3369
C 2.0274 -1.5425 -2.7312
C 3.0250 -1.0028 -1.6901
C 4.3814 -0.7438 -2.3696
C 4.0497 0.5272 -3.1984
C 2.5841 0.7766 -2.7852
O 2.5800 0.3277 -1.4310
C 1.6881 -0.2377 -3.5067
C 0.2028 0.1184 -3.6019
O -0.4127 -0.2855 -4.5891
O -0.2999 0.9143 -2.7124
H 2.5270 -2.2582 -3.3842
H 3.0530 -1.5644 -0.7579
H 4.7132 -1.5853 -2.9787
H 5.1473 -0.5365 -1.6190
H 4.1551 0.3769 -4.2737
H 4.6779 1.3711 -2.9081
H 2.2507 1.8092 -2.8285
H 2.0006 -0.3455 -4.5469
F -1.6399 4.6410 -0.8059
Te -2.3319 3.4297 0.7160
F -4.0212 4.3483 0.2835
F 2.5081 3.2551 1.8842
F -1.0633 2.4014 2.2361
F -3.6475 2.2646 1.6066
O -2.2751 2.1333 -0.6466
*
```

Atomic partial charges in e from the Löwdin method, atoms 1 to 6: 0.810, -0.068, -0.290, -0.050, -0.005, -0.202

=====

(5)
The following is a DFT calculation (ωB97M-V/def2-TZVPD) of a molecular structure, C28H26IIrN7O2S3.

Output
* energy relative to the best compared isomer or geometry (same formula, charge and spin): 92.1 kJ/mol
* HOMO (alpha / beta): -11.6 / -13.4 eV

ORCA input file:
```
! RIJCOSX wB97M-V def2-TZVPD def2/J DEFGRID3
* xyz 2 6
Ir 0.5913 0.1994 0.0652
C 2.3262 1.1544 5.3004
S 1.1722 -0.1605 5.7561
C 0.3566 -0.4096 4.2182
S 0.2428 -2.1117 4.0613
N 0.0411 0.5557 3.4509
N -0.4903 0.2534 2.2150
C -1.7333 0.4733 2.0558
C -2.3030 0.4781 0.7051
C -3.6708 0.5647 0.5091
C -4.1670 0.6819 -0.7794
C -3.2732 0.7382 -1.8354
C -1.9195 0.6438 -1.5699
N -1.4405 0.4960 -0.3325
H 2.9239 1.3505 6.1881
H 1.7733 2.0455 5.0179
H 2.9704 0.8262 4.4871
H -2.3696 0.7511 2.8924
H -4.3318 0.5538 1.3650
H -5.2322 0.7499 -0.9524
H -3.6097 0.8644 -2.8543
H -1.1854 0.7009 -2.3616
C -1.5736 -3.7127 1.4218
C -1.5204 -3.4740 -0.0508
N -2.3032 -4.1433 -0.8400
C -2.2333 -3.9632 -2.1903
C -1.3696 -3.1047 -2.8063
C -1.3726 -2.9812 -4.3119
O -0.1044 -3.2419 -4.8992
C -0.5007 -2.3192 -1.9848
C 0.4857 -1.5241 -2.5994
N 1.2723 -0.6646 -1.9543
C 2.3415 -0.1153 -2.5717
C 2.6906 -0.2733 -3.9227
C 3.7667 0.3981 -4.4383
C 4.5960 1.2701 -3.6630
C 4.3458 1.4176 -2.3543
C 3.1968 0.7524 -1.6935
I 0.8944 2.7602 0.3644
C -0.5857 -2.4793 -0.5618
O 0.1172 -1.8340 0.2877
H -2.3926 -4.3906 1.6453
H -1.6909 -2.7825 1.9792
H -0.6345 -4.1681 1.7470
H -2.9188 -4.5667 -2.7727
H -1.6359 -1.9624 -4.6056
H -2.1405 -3.6390 -4.7218
H 0.0301 -4.1932 -4.9683
H 0.6190 -1.6762 -3.6639
H 2.1257 -0.9101 -4.5881
H 3.9947 0.2700 -5.4894
H 5.4111 1.7912 -4.1443
H 4.9513 2.0640 -1.7312
N 6.8395 -2.1267 2.4076
C 6.5473 -1.3045 1.3760
S 7.8521 -0.6796 0.4632
C 5.2020 -0.9472 1.0824
C 4.1339 -1.2141 1.9707
C 2.8635 -0.8363 1.6349
N 2.5589 -0.1928 0.4882
C 3.5624 0.0667 -0.3863
C 4.8559 -0.3006 -0.1275
H 7.8007 -2.2970 2.6550
H 6.1662 -2.8038 2.7277
H 4.2875 -1.6913 2.9282
H 2.0302 -1.0559 2.2866
H 2.5245 1.5917 -1.4082
H 5.6177 -0.1229 -0.8744
*
```

Atomic partial charges in e from the Löwdin method, atoms 1 to 6: 1.049, -0.342, 0.901, -1.162, 0.780, -0.022

=====

(6)
The following is a DFT calculation (ωB97M-V/def2-TZVPD) of a molecular structure, C28H26IN5O5W.

Output
* energy relative to the best compared isomer or geometry (same formula, charge and spin): 7.9 kJ/mol
* HOMO: -7.6 eV

ORCA input file:
```
! RIJCOSX wB97M-V def2-TZVPD def2/J DEFGRID3
* xyz 0 1
W -0.7598 -0.0911 0.2847
O -2.3343 1.1558 0.1416
C -2.8176 1.6945 1.2847
C -3.6711 2.7914 1.2763
C -4.1375 3.2892 2.4848
C -3.7602 2.7075 3.6890
C -2.9014 1.6156 3.6848
C -2.4190 1.1103 2.4871
C -1.5210 -0.0677 2.3430
N -0.1663 0.1054 2.2188
N 0.6586 -0.9405 2.6808
C 0.5944 -1.9468 1.8802
O -0.1969 -1.9405 0.8135
C 1.3617 -3.1841 2.1414
C 1.3260 -4.2265 1.2230
C 2.0494 -5.3863 1.4612
C 2.8072 -5.5082 2.6157
C 2.8434 -4.4660 3.5350
C 2.1250 -3.3065 3.3007
H -3.9652 3.2366 0.3335
H -4.8052 4.1417 2.4846
H -4.1320 3.1033 4.6245
H -2.5961 1.1557 4.6172
H -1.8750 -1.0260 2.7251
H 0.7305 -4.1177 0.3271
H 2.0205 -6.1956 0.7431
H 3.3706 -6.4137 2.8013
H 3.4348 -4.5597 4.4367
H 2.1432 -2.4849 4.0034
C -4.4314 -1.8821 -1.0658
C -3.0815 -1.2371 -1.1965
O -2.3016 -1.3820 -0.1954
C -2.7411 -0.6043 -2.3892
C -1.4569 -0.1685 -2.7186
C -1.1126 0.0942 -4.1526
N -0.5165 -0.0328 -1.7884
N 0.7639 0.2596 -2.2674
C 1.6179 0.2059 -1.2884
O 1.2947 -0.0918 -0.0672
C 3.0360 0.5618 -1.5433
C 3.4664 0.9287 -2.8169
C 4.7887 1.2820 -3.0258
C 5.6891 1.2693 -1.9667
C 5.2625 0.9018 -0.6995
C 3.9380 0.5474 -0.4849
H -4.5195 -2.3550 -0.0917
H -4.5814 -2.6259 -1.8486
H -5.2091 -1.1243 -1.1714
H -3.4767 -0.6284 -3.1806
H -1.9962 -0.0009 -4.7786
H -0.3497 -0.6103 -4.4834
H -0.6781 1.0868 -4.2689
H 2.7557 0.9309 -3.6320
H 5.1210 1.5654 -4.0161
H 6.7231 1.5435 -2.1323
H 5.9627 0.8869 0.1256
H 3.5890 0.2573 0.4971
N 1.0259 3.8403 -0.5648
C 0.0711 2.9129 -0.6235
O 0.0624 2.0026 0.2138
C -0.9256 2.9917 -1.7559
I -1.7458 4.9433 -2.0350
H 1.7294 3.7545 0.1513
H 1.0090 4.6513 -1.1584
H -1.7618 2.3391 -1.5352
H -0.4275 2.7412 -2.6878
*
```

Atomic partial charges in e from the Löwdin method, atoms 1 to 6: 1.894, -0.270, -0.317, -0.017, -0.093, -0.101

=====

It is found that the calculated total energy values, taken in the order of the records, are -3011.207617, -5501.303361, -3868.175908, -3839.002588, -3212.285423, -2097.449513 Ha.